# 1
C77H183N11O20 | ωB97M-V/def2-TZVPD

Last column: Löwdin charge in e.
CARTESIAN COORDINATES (ANGSTROEM)
O  5.19855  3.64952  -6.80575  -0.173
O  5.22411  1.39000  -3.00256  -0.224
O  -9.06099  -0.41413  -3.35826  -0.195
O  1.25430  1.10583  -5.38288  -0.225
O  3.43519  4.53250  2.46078  -0.165
O  -5.94125  -6.78516  0.60625  -0.218
O  -6.56107  -1.43773  0.53231  -0.185
O  0.22686  7.60585  2.20254  -0.225
O  4.91334  -0.48333  3.26246  -0.177
O  2.82722  -2.25403  4.57045  -0.210
O  -4.52641  -2.14434  -4.01807  -0.097
O  -2.74966  0.62400  3.93538  -0.067
O  2.18384  7.24069  -3.84174  -0.227
O  3.50801  2.26761  6.31392  -0.216
O  -4.09171  1.17646  -2.80744  -0.195
O  -3.34399  -4.47100  3.21040  -0.193
O  0.02351  1.78179  1.12263  -0.063
O  3.02994  -5.94278  -3.14555  -0.026
O  -3.01752  3.41294  3.09617  -0.243
O  1.07590  -5.00798  -5.08924  -0.239
N  6.21183  3.97503  -3.99357  -0.062
N  -6.76204  -1.91944  -2.35772  -0.072
N  -4.03704  2.30185  -0.23608  -0.068
N  1.94961  -1.47580  -5.82446  -0.035
N  -3.44966  -5.86542  0.70975  -0.031
N  3.33608  -0.74835  6.86140  -0.032
N  3.64412  -4.75496  -2.62864  -0.077
N  -0.38439  1.28229  -0.14733  -0.040
N  0.84080  7.52777  -0.45559  -0.046
N  2.52263  1.90493  2.38607  -0.054
N  -2.76512  0.62882  5.31702  -0.087
C  -2.96105  -4.55472  4.60031  -0.093
C  1.10646  -3.80455  -5.88307  -0.201
C  5.02362  3.85510  -3.16195  -0.220
C  3.46734  -2.88889  5.59505  -0.253
C  4.15955  0.21365  7.59911  -0.217
C  -5.09289  1.51695  -0.73765  -0.240
C  2.00514  1.16906  -0.85493  -0.026
C  -0.83425  7.65804  1.26403  -0.265
C  1.84084  -2.76332  -5.07668  -0.210
C  -4.15108  -1.42191  5.13246  -0.039
C  -4.11132  -6.06348  -0.59295  -0.216
C  -5.86113  -2.46506  -0.14171  -0.230
C  -2.49080  -3.35894  -4.39741  -0.080
C  5.74771  -3.55681  -2.22766  -0.138
C  2.85838  -0.61200  -4.98445  -0.167
C  2.10396  7.92209  -2.58652  -0.224
C  5.67110  0.22874  -2.28110  -0.090
C  5.22861  2.64271  -2.27877  -0.209
C  -0.09796  8.33667  3.44274  -0.062
C  -7.29559  -7.20111  0.45105  -0.096
C  2.66001  0.82947  -5.46563  -0.185
C  3.73015  -0.26746  2.52434  -0.213
C  -1.07689  -1.23695  5.06071  0.000
C  -0.29334  6.88505  0.16631  -0.242
C  3.18367  -5.26394  -0.07782  -0.007
C  0.72644  3.12499  -1.28173  -0.035
C  -1.45998  0.16435  5.68260  -0.472
C  2.12708  4.38147  2.79471  -0.266
C  4.90750  4.75821  -5.99477  -0.246
C  -0.16617  -0.33480  -2.50661  -0.164
C  -8.10384  -1.05207  -4.25236  -0.182
C  0.97511  2.42254  -5.68660  -0.122
C  -2.79159  -4.57619  0.89503  -0.203
C  -3.65691  -3.09255  -3.48156  -0.348
C  5.06929  -4.83441  -2.72483  -0.563
C  0.20971  -5.98215  -5.67933  -0.087
C  0.59576  1.65638  -1.20236  -0.506
C  -9.45206  0.80508  -3.93076  -0.135
C  3.01393  -4.34154  -1.33040  -0.450
C  3.61336  -2.97637  -1.09541  -0.131
C  -2.60187  -0.64374  7.85813  -0.192
C  5.10380  -3.05363  -0.95063  -0.195
C  1.52999  -4.33758  -1.66111  -0.019
C  3.52429  1.60973  7.54872  -0.238
C  -2.25538  -4.35130  2.32383  -0.215
C  2.87296  0.75083  3.23879  -0.186
C  -5.09584  0.77033  5.36792  -0.058
C  -3.01652  3.41239  1.63727  -0.160
C  5.69777  -5.98449  -1.89698  -0.020
C  -1.44691  0.14176  7.29156  -0.114
C  -1.87129  -0.29741  0.92994  -0.016
C  -5.04944  -7.19016  -0.46257  -0.215
C  -5.26350  1.64587  -2.23245  -0.238
C  3.56084  5.78212  1.79467  -0.084
C  -5.88911  -0.90520  1.66049  -0.098
C  1.32779  6.99322  -1.67997  -0.229
C  4.16792  -1.84241  6.43028  -0.235
C  -1.19651  -0.59160  -1.40266  -0.114
C  -0.35572  1.11247  5.27338  -0.048
C  0.04864  1.16663  -2.54153  -0.115
C  5.97738  5.02929  -4.97387  -0.213
C  4.48594  3.61551  -7.95860  -0.171
C  -4.06019  2.36150  1.20530  -0.211
C  -6.67248  -2.96494  -1.32509  -0.190
C  0.47313  -1.04146  0.54086  -0.024
C  -0.64996  -0.17987  -0.01088  -0.453
C  5.40991  -5.03323  -4.17452  -0.037
C  4.77832  2.82009  5.90827  -0.068
C  2.07900  -3.12316  3.79545  -0.128
C  -3.98296  -0.08344  5.79166  -0.533
C  1.93657  2.94442  3.30829  -0.155
C  2.48159  8.16626  -4.86234  -0.120
C  -4.21984  1.08743  -4.19618  -0.118
C  5.67665  -1.59193  2.88974  -0.105
C  -2.20929  4.41345  3.77054  -0.060
C  -3.92789  -0.08993  7.31865  -0.123
C  -7.57212  -2.31863  -3.52845  -0.187
H  3.40262  3.75419  -7.93171  0.075
H  3.06193  -6.28775  -0.26574  0.069
H  4.48410  2.62816  -8.38975  0.080
H  3.86652  -0.94612  -5.06248  0.106
H  6.17011  -1.59931  1.92312  0.079
H  1.92544  0.32477  3.54963  0.104
H  0.25633  -5.87878  -6.77495  0.090
H  1.02400  -1.08541  -5.88216  0.087
H  -0.40307  -0.92264  -3.38850  0.094
H  -7.28536  -0.37525  -4.38012  0.088
H  3.39840  2.23168  1.97839  0.110
H  3.41999  1.12024  4.11055  0.101
H  1.17242  -5.28861  -1.91675  0.071
H  -2.75404  -3.75231  -5.34061  0.058
H  -8.56564  -1.39532  -5.19226  0.130
H  1.19914  -1.30978  -0.25014  0.047
H  -2.68239  0.25159  0.46148  0.049
H  5.02233  4.73157  -2.47067  0.137
H  5.69955  5.97192  -4.42995  0.133
H  -4.16939  2.08089  -4.76527  0.114
H  4.94843  -4.30188  -4.80783  0.066
H  4.10766  -5.19204  0.45663  0.052
H  2.71045  -3.91449  3.34960  0.096
H  5.71368  -5.83974  -0.76563  0.093
H  -1.14989  4.18133  3.62755  0.070
H  2.33103  -5.61638  -3.71901  0.053
H  -3.24699  4.38860  1.28711  0.103
H  1.31185  -3.64874  -2.43627  0.052
H  5.07387  -2.50035  2.99970  0.087
H  -2.53451  -5.55939  4.90599  0.105
H  1.26870  3.36920  -0.40663  0.058
H  5.61815  -2.09802  -0.76153  0.097
H  3.11560  -0.23653  5.99678  0.093
H  -7.32865  -8.27361  0.21424  0.088
H  3.20771  -1.26840  2.40005  0.100
H  1.17809  -3.50953  4.30104  0.090
H  -7.86470  -6.95012  1.35290  0.089
H  0.00718  -1.24923  4.90434  0.071
H  6.81015  -3.69281  -2.13810  0.118
H  1.89467  6.02246  -1.56897  0.123
H  2.70571  -3.39795  6.25055  0.143
H  -6.11242  1.00669  -2.55495  0.110
H  -0.51238  9.36301  3.22833  0.095
H  5.60201  2.13516  5.91427  0.078
H  -4.76149  -0.68829  7.61785  0.108
H  3.34784  8.79503  -4.57457  0.097
H  5.44882  -3.69190  -0.15556  0.092
H  5.56169  -2.70803  -2.96997  0.123
H  -5.03459  2.73174  1.57068  0.130
H  1.85103  5.06022  3.60244  0.129
H  -7.67532  -3.25364  -1.05440  0.115
H  -0.80944  7.71516  4.06367  0.096
H  -0.81621  -5.94446  -5.27720  0.083
H  4.70898  3.21758  4.93098  0.060
H  -1.41385  -1.97379  5.74905  0.040
H  -4.11740  -4.02963  -3.26558  0.086
H  -5.53879  -7.35417  -1.38784  0.109
H  5.25387  0.26203  7.29760  0.125
H  5.09714  0.21177  -1.34148  0.077
H  -4.54320  -8.08019  -0.13702  0.121
H  -2.82916  1.56786  3.72177  0.076
H  1.51338  2.82533  -6.52655  0.071
H  -6.01931  1.82233  -0.17381  0.141
H  3.11397  8.13793  -2.23307  0.118
H  -2.55306  -1.77142  7.56713  0.134
H  -0.49119  2.17591  5.50417  0.088
H  -5.12148  -1.77897  -3.30060  0.059
H  5.18855  -6.07004  -4.52994  0.103
H  -0.08719  2.50293  -5.85306  0.094
H  0.94237  1.54963  1.35563  0.034
H  -6.15556  -1.45924  2.58433  0.098
H  0.58321  0.73791  5.71206  0.084
H  -3.35220  0.49413  -4.49244  0.082
H  3.80660  0.10119  1.42754  0.137
H  -5.47188  2.73415  -2.44659  0.142
H  5.22855  -6.90270  -2.22468  0.078
H  2.88992  -3.08981  -4.88506  0.115
H  0.70696  1.40457  -3.34687  0.080
H  4.13316  3.78202  -3.76031  0.088
H  -2.44003  4.21950  4.82231  0.089
H  -3.30109  -6.22917  -1.33930  0.133
H  6.20754  2.75659  -1.78771  0.125
H  -4.16351  0.90952  7.76652  0.134
H  6.45785  3.08231  -4.49249  0.136
H  6.50429  -1.54554  3.55475  0.079
H  -0.24293  3.60279  -1.36143  0.097
H  -0.99966  6.72446  -0.63530  0.122
H  1.36052  -2.59103  -4.11552  0.085
H  1.31328  3.37263  -2.18436  0.097
H  -4.81365  -0.93219  1.48451  0.067
H  -7.29184  -1.15129  -1.89751  0.124
H  -5.72733  -3.32702  0.54885  0.125
H  1.37682  4.45409  1.95808  0.125
H  2.37577  1.63695  0.03869  0.047
H  -3.10647  2.03523  -0.56493  0.103
H  -3.28516  -2.78726  -2.48937  0.097
H  -7.71807  -6.60969  -0.38053  0.085
H  5.37876  -0.59524  -2.87954  0.040
H  -6.08975  0.40842  5.72521  0.107
H  3.02531  6.60267  2.25632  0.076
H  -1.58998  -1.31097  4.08722  0.075
H  -1.47794  -1.65979  -1.55530  0.120
H  -7.08841  -3.06260  -4.17942  0.121
H  4.86585  5.65260  -6.59479  0.112
H  -1.87609  -4.52031  0.25845  0.122
H  4.22161  -0.02688  8.67134  0.118
H  4.26331  -3.57578  5.26259  0.129
H  -1.52104  -5.10134  2.58111  0.119
H  -1.58480  1.12834  7.70942  0.113
H  3.11098  -2.51636  -0.25110  0.105
H  -2.21392  -1.35041  0.98261  0.087
H  4.01168  2.19619  8.33867  0.119
H  -1.79528  7.25362  1.52335  0.110
H  3.90168  4.51997  -5.50411  0.131
H  6.75399  -6.02445  -2.18699  0.081
H  -3.65248  -2.23851  5.67062  0.046
H  0.83744  2.80345  3.27291  0.091
H  -0.12854  5.85790  0.60704  0.129
H  -9.99254  0.69901  -4.86827  0.083
H  2.43480  -0.63281  -3.93023  0.118
H  -0.24389  1.16092  4.17716  0.068
H  2.81109  7.58412  -5.74451  0.081
H  2.71929  1.28976  -1.67767  0.080
H  0.43748  6.73656  -2.25765  0.121
H  5.00447  -1.44506  5.87799  0.098
H  0.10848  -1.96986  0.94246  0.067
H  2.88891  0.97285  -6.54155  0.128
H  6.90514  5.12447  -5.53438  0.119
H  1.57017  -2.60284  2.92352  0.087
H  0.59361  -6.96745  -5.43156  0.085
H  -5.18838  -1.86105  5.12486  0.108
H  -0.92156  1.66917  -2.61486  0.131
H  -6.09449  0.16350  1.73497  0.075
H  4.61569  6.08162  1.86696  0.096
H  2.48361  1.55562  7.84580  0.120
H  -8.63864  1.56103  -4.03907  0.098
H  -3.37799  -3.74215  0.58359  0.075
H  -10.18608  1.12221  -3.19839  0.087
H  -3.85106  -4.36767  5.18993  0.075
H  4.91174  4.35396  -8.71545  0.113
H  -4.84409  -2.17931  -0.49876  0.118
H  -1.84697  -4.08810  -3.85883  0.083
H  0.81425  -0.79167  -2.14716  0.104
H  -2.48809  5.43248  3.38298  0.091
H  0.06088  -3.51067  -6.11037  0.114
H  3.41750  -2.28488  -1.92690  0.120
H  -1.00498  8.72378  1.06392  0.129
H  -1.70003  0.11943  1.88646  0.053
H  -3.81595  -1.45103  4.08203  0.087
H  -1.84100  -3.36336  2.37001  0.092
H  -4.15561  -5.83862  1.42686  0.087
H  1.06819  -0.60413  1.36304  0.080
H  3.23420  5.68960  0.75764  0.082
H  6.80041  0.20353  -2.08228  0.119
H  2.30996  2.79629  4.31080  0.091
H  -0.52711  -0.36571  7.66277  0.129
H  6.48534  -4.76252  -4.24975  0.095
H  -5.07671  0.46728  -4.47444  0.065
H  -2.03320  3.13239  1.20799  0.112
H  -4.98810  1.81674  5.75051  0.107
H  -4.90344  0.45203  -0.48147  0.108
H  -2.05200  0.05898  -1.67048  0.110
H  2.39136  -5.00298  0.61279  0.071
H  1.52489  -4.04485  -6.92651  0.146
H  -4.75622  -5.18388  -0.91641  0.106
H  1.55898  7.64671  0.24954  0.103
H  1.48291  8.58160  -5.09147  0.100
H  3.30880  1.48842  -4.87961  0.109
H  -1.84343  -2.51515  -4.64801  0.062
H  -5.27743  0.88425  4.33817  0.055
H  0.88948  8.48136  3.87782  0.076
H  -6.20100  -3.89346  -1.69937  0.107
H  1.59645  8.90743  -2.71166  0.130
H  1.00652  -4.03863  -0.73995  0.083
H  4.57405  -2.37676  7.33788  0.142
H  1.22312  3.04881  -4.83437  0.080
H  -2.55849  -0.60764  8.89300  0.079
H  -2.19623  -3.78901  4.85966  0.065
H  4.42099  2.57798  -1.51519  0.106
H  -8.48331  -2.83915  -3.18067  0.116
H  4.95410  3.73010  6.54164  0.107
H  2.14260  0.08187  -0.58532  0.067
H  -3.84173  1.33493  1.62644  0.100

## Properties
* LUMO energy: 0.64 eV
* max |F|: 3.7 eV/Å
* HOMO-LUMO gap: 8.698 eV
* calculated total energy: -140141.5269 eV
* highest occupied orbital energy: -0.2960 hartree
* multiplicity: 1


# 2
C18H18N2O4S3 | ωB97M-V/def2-TZVPD

Last column: Löwdin charge in e.
CARTESIAN COORDINATES (ANGSTROEM)
S  4.00865  2.35410  0.49085  1.053
S  -3.02044  -0.09566  -0.84154  1.130
S  3.30118  -0.16875  -0.99294  0.615
O  3.06435  0.60903  -2.17096  -0.282
O  -2.05164  -2.70817  -0.00820  -0.026
O  3.85555  -1.48560  -1.14695  -0.279
O  -0.96773  -1.78080  1.71960  0.136
N  -4.81271  -0.58501  0.96605  0.115
N  1.90507  -0.14323  -0.07258  -0.239
C  6.13473  1.29511  1.46632  -0.174
C  1.90847  -1.08025  1.03070  -0.180
C  -0.94475  -2.28451  0.62935  -0.473
C  0.34361  -1.52941  -1.36863  -0.114
C  -3.29069  -2.47517  0.64129  -0.143
C  0.66928  -0.13964  -0.82501  -0.194
C  -5.35268  3.20258  -0.58497  -0.090
C  -4.32679  2.39772  -1.04016  -0.094
C  -6.10164  1.50740  0.96296  -0.015
C  5.53475  0.29897  0.66646  -0.143
C  -6.22897  2.76154  0.40502  -0.086
C  1.57418  -2.50798  0.59253  -0.114
C  0.27884  -2.55363  -0.22269  -0.203
C  -3.80736  -1.10225  0.37757  -0.507
C  4.38351  0.73024  0.08254  -0.621
C  5.42159  2.45316  1.46770  -0.390
C  -5.07594  0.67839  0.51917  -0.309
C  -4.19413  1.13676  -0.48499  -0.454
H  -3.18446  -2.61495  1.72425  0.140
H  -7.02006  3.41570  0.73894  0.102
H  -0.12366  0.21802  -0.16136  0.111
H  1.48372  -3.13975  1.47721  0.127
H  -6.77160  1.15388  1.72974  0.113
H  7.05052  1.15262  2.01034  0.104
H  1.17797  -0.73253  1.76548  0.126
H  -5.47649  4.18970  -1.00368  0.102
H  -3.64614  2.73562  -1.80569  0.107
H  5.92208  -0.69144  0.51423  0.117
H  1.13983  -1.82475  -2.05523  0.124
H  2.39004  -2.87904  -0.02920  0.106
H  0.80136  0.56903  -1.64316  0.118
H  -0.60198  -1.50958  -1.91181  0.102
H  -3.98751  -3.22008  0.24515  0.144
H  5.64649  3.36425  1.98562  0.065
H  0.14564  -3.55031  -0.65602  0.157
H  2.90528  -1.05038  1.47613  0.121

## Properties
* LUMO energy: 0.54 eV
* max |F|: 1.1 eV/Å
* HOMO-LUMO gap: 9.542 eV
* calculated total energy: -62634.3455 eV
* highest occupied orbital energy: -0.3307 hartree
* multiplicity: 1


Question: Among the records above, which one has the lowest highest occupied orbital energy?
Answer: C18H18N2O4S3


Please write out number 2 again, unchanged.
C18H18N2O4S3 | ωB97M-V/def2-TZVPD

Last column: Löwdin charge in e.
CARTESIAN COORDINATES (ANGSTROEM)
S  4.00865  2.35410  0.49085  1.053
S  -3.02044  -0.09566  -0.84154  1.130
S  3.30118  -0.16875  -0.99294  0.615
O  3.06435  0.60903  -2.17096  -0.282
O  -2.05164  -2.70817  -0.00820  -0.026
O  3.85555  -1.48560  -1.14695  -0.279
O  -0.96773  -1.78080  1.71960  0.136
N  -4.81271  -0.58501  0.96605  0.115
N  1.90507  -0.14323  -0.07258  -0.239
C  6.13473  1.29511  1.46632  -0.174
C  1.90847  -1.08025  1.03070  -0.180
C  -0.94475  -2.28451  0.62935  -0.473
C  0.34361  -1.52941  -1.36863  -0.114
C  -3.29069  -2.47517  0.64129  -0.143
C  0.66928  -0.13964  -0.82501  -0.194
C  -5.35268  3.20258  -0.58497  -0.090
C  -4.32679  2.39772  -1.04016  -0.094
C  -6.10164  1.50740  0.96296  -0.015
C  5.53475  0.29897  0.66646  -0.143
C  -6.22897  2.76154  0.40502  -0.086
C  1.57418  -2.50798  0.59253  -0.114
C  0.27884  -2.55363  -0.22269  -0.203
C  -3.80736  -1.10225  0.37757  -0.507
C  4.38351  0.73024  0.08254  -0.621
C  5.42159  2.45316  1.46770  -0.390
C  -5.07594  0.67839  0.51917  -0.309
C  -4.19413  1.13676  -0.48499  -0.454
H  -3.18446  -2.61495  1.72425  0.140
H  -7.02006  3.41570  0.73894  0.102
H  -0.12366  0.21802  -0.16136  0.111
H  1.48372  -3.13975  1.47721  0.127
H  -6.77160  1.15388  1.72974  0.113
H  7.05052  1.15262  2.01034  0.104
H  1.17797  -0.73253  1.76548  0.126
H  -5.47649  4.18970  -1.00368  0.102
H  -3.64614  2.73562  -1.80569  0.107
H  5.92208  -0.69144  0.51423  0.117
H  1.13983  -1.82475  -2.05523  0.124
H  2.39004  -2.87904  -0.02920  0.106
H  0.80136  0.56903  -1.64316  0.118
H  -0.60198  -1.50958  -1.91181  0.102
H  -3.98751  -3.22008  0.24515  0.144
H  5.64649  3.36425  1.98562  0.065
H  0.14564  -3.55031  -0.65602  0.157
H  2.90528  -1.05038  1.47613  0.121

## Properties
* LUMO energy: 0.54 eV
* max |F|: 1.1 eV/Å
* HOMO-LUMO gap: 9.542 eV
* calculated total energy: -62634.3455 eV
* highest occupied orbital energy: -0.3307 hartree
* multiplicity: 1